No. 1
14
Properties=species:S:1:pos:R:3:forces:R:3:nbo_charge:R:1 method="wB97M-V/def2-TZVPD" smiles="[H]/N=C(/C#C)N(S)C=C" relative_energy_kcal_mol=105.7 gap_ev=9.29 e_homo_ev=-8.821 total_energy_ev=-19093.4254
H 2.0166 0.8718 0.4772 -0.96 1.04 -0.78 0.34
N 1.4872 1.4687 -0.2256 0.82 -1.36 0.93 -0.60
C 0.3800 0.9381 -0.5329 -0.40 -2.35 0.78 0.35
C -0.3965 1.5037 -1.5965 0.08 2.28 -0.91 -0.09
C -0.6833 2.3409 -2.4368 -1.00 -1.49 0.01 -0.14
N -0.1917 -0.3280 0.0092 -0.18 1.99 -0.85 -0.59
S -1.9635 -0.2983 0.1443 1.96 -0.96 -0.90 0.23
C 0.6731 -1.3200 0.5535 -0.57 0.30 0.28 -0.02
C 0.2121 -2.1749 1.4680 1.40 -0.51 1.20 -0.47
H -1.2377 2.7847 -3.2628 0.68 -0.01 0.66 0.24
H -2.0739 0.4327 1.2262 0.05 0.52 0.88 0.10
H 1.7084 -1.2633 0.1437 -1.04 -0.36 0.21 0.22
H -0.6750 -1.9716 2.0187 -1.06 0.21 -0.35 0.20
H 0.7443 -2.9844 2.0139 0.22 0.70 -1.18 0.22



No. 2
42
Properties=species:S:1:pos:R:3:forces:R:3:nbo_charge:R:1 method="wB97M-V/def2-TZVPD" charge=-1 gap_ev=4.47 e_homo_ev=-3.283 total_energy_ev=-48261.2119
C 0.8039 1.8003 1.6669 -0.84 0.04 0.85 -0.43
N 0.5504 0.9404 0.4893 -0.15 -0.17 -1.27 -0.33
C 1.1671 -0.3186 0.2296 -2.09 -0.24 -2.19 0.09
C 2.1931 -0.9828 1.1718 1.85 1.25 -0.94 -0.48
C 3.7405 -0.6212 0.6258 0.77 0.99 -2.04 0.20
C 4.2089 -1.4955 -0.7170 -2.19 -0.09 1.11 -0.43
O 3.7971 0.0560 -0.6545 -1.66 -1.72 4.10 -0.48
C 0.5577 -0.7242 -1.0111 1.02 -0.68 0.72 0.21
C 0.8036 -2.0575 -1.7900 -0.46 0.70 0.45 -0.45
C 0.0901 -3.2142 -0.9633 0.32 0.30 -0.22 -0.42
C -1.4609 -3.0273 -0.8206 0.24 0.19 -0.25 -0.47
I -2.1469 -4.6010 0.5558 0.10 0.57 -0.40 0.01
N -0.3777 0.2462 -1.4663 2.29 0.39 3.98 -0.40
C -1.2312 0.1950 -2.6780 -3.96 -2.07 -4.69 0.84
O -1.3025 1.1703 -3.4362 1.51 0.76 1.99 -0.68
O -1.9039 -0.8785 -2.9725 2.71 1.45 2.83 -0.74
C -0.3471 1.2456 -0.4981 -0.02 0.72 -0.83 0.52
C -1.2377 2.5251 -0.5124 -0.64 -1.51 0.03 -0.48
C -2.4527 2.2434 0.5077 0.41 0.54 0.76 -0.42
C -2.7289 3.5036 1.4412 0.76 0.42 -1.73 -0.71
I -3.2491 2.8185 3.5026 1.28 2.23 -3.61 0.04
H 1.8176 1.6216 2.1057 -0.89 0.11 -0.68 0.21
H 0.6714 2.8932 1.4423 0.21 -1.23 -0.05 0.24
H 0.0210 1.5283 2.4322 0.83 0.41 -0.55 0.25
H 2.1382 -2.0965 1.2249 -0.25 1.02 -0.06 0.26
H 2.1498 -0.5529 2.2110 -0.20 -0.51 -1.05 0.25
H 4.5473 -0.4066 1.4275 -1.28 -0.27 -1.63 0.22
H 3.8675 -1.4112 -1.7793 2.13 -0.63 -0.02 0.31
H 3.3318 -2.2100 -0.4611 0.01 1.11 -0.75 0.17
H 1.9153 -2.2274 -1.8831 -1.33 0.01 0.27 0.22
H 0.4067 -1.9631 -2.8341 0.10 -0.08 1.05 0.26
H 0.3097 -4.2048 -1.4426 -0.22 0.84 0.48 0.22
H 0.5682 -3.2016 0.0627 -0.65 -0.21 -1.05 0.20
H -1.7665 -2.0320 -0.3945 0.38 -1.18 -0.30 0.24
H -2.0358 -3.1743 -1.7694 0.74 0.14 0.91 0.26
H -0.6666 3.4514 -0.2210 -0.52 -1.11 -0.38 0.23
H -1.6771 2.6009 -1.5390 0.83 0.17 0.77 0.28
H -2.1459 1.3581 1.1379 -0.46 0.79 -0.37 0.18
H -3.3937 1.9388 -0.0314 1.10 0.30 0.38 0.23
H -3.5849 4.0723 0.9856 0.94 -0.21 0.54 0.20
H -1.7844 4.1220 1.4647 -1.03 -0.29 -0.16 0.17
I -4.1636 1.0701 5.1903 -1.71 -3.24 3.99 -0.59



No. 3
112
Properties=species:S:1:pos:R:3:forces:R:3:mulliken_spin:R:1 method="wB97M-V/def2-TZVPD" charge=+3 multiplicity=2 gap_ev="3.86 / 5.74" e_homo_ev="-12.391 / -13.905" total_energy_ev=-123602.1835
C 5.2137 4.8530 0.6611 -1.20 0.34 -0.54 0.00
C 3.7824 4.4235 1.1255 1.16 0.35 0.12 0.00
N 3.5910 2.9580 1.2323 -0.08 -1.88 0.64 0.00
C 3.6060 2.1565 2.4172 -0.57 0.56 -1.15 0.00
C 3.3731 0.8622 2.0404 1.25 0.67 -0.41 0.00
N 3.3105 0.8529 0.6780 -0.28 0.59 -0.86 0.00
C 3.3949 2.1224 0.1714 0.69 -0.83 2.31 0.00
C 3.0746 -0.4041 -0.0605 -1.33 1.22 -1.53 0.00
H 5.1874 5.9201 0.4404 -0.31 0.11 -0.05 0.00
H 5.4607 4.3862 -0.2924 0.44 -0.24 0.29 0.00
H 5.9689 4.8059 1.4457 -0.08 -0.76 -0.15 0.00
H 2.9552 4.7538 0.4972 0.37 0.34 -0.18 0.00
H 3.7034 4.9197 2.0928 -0.61 -0.58 0.21 0.00
H 3.6900 2.5659 3.4130 0.19 0.16 -0.22 0.00
H 3.4934 -0.0950 2.5259 -0.68 0.18 0.58 0.00
H 3.5073 2.3879 -0.8694 -0.30 -0.01 0.09 0.00
H 2.2074 -0.2142 -0.6930 -0.24 0.13 0.04 0.00
H 2.6921 -1.2045 0.5727 0.85 0.01 0.37 0.00
H 3.8272 -0.5687 -0.8316 0.57 -0.49 0.78 0.00
C 2.8944 -7.2197 -0.0349 -0.93 -0.55 0.40 0.00
C 3.1109 -6.0655 -0.9737 1.31 -1.35 -0.58 0.00
N 4.0409 -5.1108 -0.3485 3.25 2.11 0.88 0.00
C 3.8119 -3.7621 -0.1211 0.42 -0.56 0.85 0.00
C 4.9297 -3.1908 0.4673 -0.77 -0.81 -0.72 0.00
N 5.9110 -4.1472 0.5330 -2.33 -3.35 -2.41 0.00
C 5.3900 -5.3478 0.0076 -2.54 2.66 0.36 0.00
C 7.2411 -4.0252 1.0325 1.21 -0.45 1.83 0.00
H 3.7064 -7.9186 0.1661 0.37 0.50 -0.06 0.00
H 2.0991 -7.8575 -0.4205 -0.10 0.08 -0.09 0.00
H 2.5125 -6.7803 0.8866 0.09 -0.31 0.28 0.00
H 2.1233 -5.7259 -1.2857 0.40 1.09 0.46 0.00
H 3.6409 -6.3514 -1.8822 -0.24 -0.28 -0.17 0.00
H 2.8108 -3.3798 -0.2558 0.16 0.10 0.04 0.00
H 5.0515 -2.2003 0.8802 0.12 -0.24 -0.10 0.00
H 5.8618 -6.3158 -0.0748 0.20 0.25 0.11 0.00
H 8.0918 -4.3488 0.4328 -0.51 0.74 -1.11 0.00
H 7.3856 -4.7622 1.8225 -0.47 0.25 0.59 0.00
H 7.3443 -3.0323 1.4702 0.31 -0.16 -0.24 0.00
C -0.2473 1.9839 4.3313 0.45 -0.45 1.18 0.00
N -0.7007 2.4168 3.0263 -0.32 -0.24 -1.89 0.02
C -1.9029 1.9813 2.5228 0.88 0.87 0.40 0.01
C -2.3382 2.3863 1.2716 0.12 -0.90 1.26 0.04
C -1.4688 3.0544 0.4123 -2.33 0.62 -0.54 0.02
C -0.2730 3.4700 0.9195 1.45 -0.03 1.35 0.03
C 0.0972 3.1735 2.2563 -0.51 -0.04 -1.70 0.00
C -1.9940 3.4784 -0.9292 0.81 -1.03 0.16 0.11
C -3.1014 4.2849 -1.0935 0.33 1.10 -1.50 -0.05
C -3.4289 4.7326 -2.4117 -0.66 0.00 2.85 0.20
N -2.7106 4.3334 -3.4762 -1.17 0.51 -1.40 0.18
C -1.7539 3.4327 -3.3589 2.08 -1.39 1.40 0.05
C -1.3420 3.0104 -2.1045 0.23 0.30 -1.32 0.07
C -2.9864 5.0022 -4.7437 0.26 1.09 -0.08 0.00
H 0.8297 1.8230 4.3797 0.01 0.26 -0.45 0.00
H -0.6302 0.9900 4.5631 -0.37 0.21 0.02 0.00
H -0.5150 2.7451 5.0641 -0.17 -0.25 0.11 0.00
H -2.4360 1.3644 3.2310 -0.32 -0.07 -0.26 0.00
H -3.3404 2.0919 0.9972 0.11 -0.03 -0.27 -0.01
H 0.3357 4.0728 0.2619 0.42 0.07 0.33 0.01
H 1.0354 3.4948 2.6842 -0.07 0.03 0.05 0.00
H -3.4515 4.7437 -0.1806 -0.87 0.16 -0.25 0.00
H -4.1134 5.5294 -2.6629 -0.20 0.01 0.56 0.02
H -1.2911 3.1672 -4.2979 0.30 -0.27 0.17 0.01
H -0.4548 2.4041 -1.9961 -0.12 -0.27 -0.24 0.03
H -2.6142 6.0219 -4.6450 -0.02 0.19 -0.01 0.00
H -4.0581 5.1027 -4.9153 0.05 -0.42 -0.16 0.00
H -2.4404 4.6095 -5.6013 -0.27 -0.52 0.27 0.00
C -1.6563 -3.9661 -3.0701 0.09 -0.11 0.86 0.00
N -2.5183 -2.7493 -2.7047 1.91 -0.48 -2.11 0.01
C -3.6580 -2.9099 -2.0226 0.49 0.60 -0.50 0.00
C -4.4780 -1.8004 -1.7861 0.82 -0.30 0.69 0.01
C -4.0565 -0.5386 -2.2081 -0.46 -1.24 0.80 0.01
C -2.8749 -0.4594 -2.9225 0.93 1.02 -0.69 0.02
C -2.0641 -1.5350 -3.1859 -2.11 -1.10 1.02 0.00
C -4.8089 0.6569 -1.7865 -0.11 2.08 -1.36 0.03
C -5.1015 1.7091 -2.6898 -0.16 0.64 0.28 -0.04
C -5.8357 2.8928 -2.3637 0.93 -3.15 -0.63 0.06
N -6.3990 2.9534 -1.1436 0.46 0.81 0.51 0.08
C -6.0238 2.0327 -0.2069 0.84 -0.86 -0.03 0.02
C -5.2167 0.9188 -0.4802 -1.29 0.84 0.39 0.04
C -7.2461 4.1317 -0.8227 -1.18 -0.59 0.18 0.00
H -2.1869 -4.9149 -2.9898 -0.44 0.40 0.34 0.00
H -0.8203 -3.9981 -2.3715 -0.19 0.13 0.16 0.00
H -1.2256 -3.9955 -4.0709 -0.46 0.93 -0.15 0.00
H -3.7925 -3.9438 -1.7407 -0.60 0.20 0.39 0.00
H -5.3179 -1.9029 -1.1150 -0.24 -0.17 -0.26 0.00
H -2.5484 0.5176 -3.2469 0.15 0.09 -0.09 -0.01
H -1.1677 -1.5032 -3.7876 0.03 -0.13 0.22 0.00
H -4.7850 1.6618 -3.7213 0.07 -0.22 -0.10 0.00
H -6.1536 3.4956 -3.2016 -0.14 0.52 0.47 0.01
H -6.3284 2.1512 0.8225 -0.42 0.42 -0.12 0.00
H -4.9860 0.2537 0.3388 0.02 -0.08 0.06 0.01
H -7.9631 3.8359 -0.0568 0.26 0.02 0.20 0.00
H -7.8825 4.3502 -1.6803 0.31 -0.01 -0.18 0.00
H -6.7382 5.0453 -0.5137 0.51 -0.37 -0.06 0.00
N 0.1407 -2.2759 -0.4781 -0.19 5.57 0.35 0.00
S -0.5481 -3.0974 0.5969 -2.37 -9.47 6.41 0.00
O -1.8654 -3.5436 0.1753 0.54 0.76 -0.26 0.00
O -0.3944 -3.0211 2.0732 -0.42 1.95 -3.89 0.00
F 0.3323 -4.4292 0.3968 0.24 0.18 -0.94 0.00
S -0.5505 -0.8426 0.2319 0.21 3.94 0.52 -0.01
O 0.2212 -0.2413 1.3133 -0.99 -1.36 -1.34 0.00
O -2.0037 -0.6350 0.2468 1.88 -1.33 0.08 0.00
F -0.1953 0.1658 -0.9234 0.65 0.15 -1.57 0.00
N 2.4907 -3.0665 5.2813 -1.27 -1.50 -5.12 0.00
S 1.2488 -2.2170 4.7963 -3.06 6.59 3.18 0.00
O -0.0388 -2.8497 4.9691 0.82 0.17 -1.63 0.00
O 1.4202 -1.0896 3.8063 -0.27 -2.66 1.48 0.00
F 1.2539 -1.3449 6.0934 0.11 1.24 1.41 0.00
S 2.1976 -3.9040 3.7496 4.44 -5.51 -1.63 0.00
O 2.4150 -3.1862 2.4844 -1.01 -0.29 1.51 0.00
O 1.3045 -5.0641 3.7774 1.52 2.64 0.02 0.00
F 3.7035 -4.5884 3.7649 -0.78 -0.07 0.41 0.00